85
Properties=species:S:1:pos:R:3 method="wB97M-V/def2-TZVPD" multiplicity=1 max_force_ev_per_a=3.38 e_homo_ev="-9.68 / -9.67" charge=+1
Os 0.28 0.42 0.41
C -0.26 0.95 6.74
C 0.49 1.83 5.74
N 1.07 1.02 4.67
C 0.72 1.07 3.39
S 1.55 -0.16 2.34
N -0.10 1.95 2.93
N -0.41 1.89 1.59
C -1.08 2.85 1.05
C -1.57 4.05 1.78
C -1.37 2.64 -0.38
C -2.12 3.50 -1.14
C -2.40 3.18 -2.46
C -1.91 2.00 -2.99
C -1.14 1.18 -2.18
N -0.87 1.50 -0.91
H -0.69 1.57 7.52
H 0.42 0.24 7.21
H -1.05 0.39 6.25
H 1.29 2.37 6.24
H -0.18 2.54 5.27
H 1.71 0.29 4.95
H -1.31 3.97 2.83
H -2.65 4.14 1.69
H -1.10 4.94 1.36
H -2.50 4.42 -0.70
H -2.99 3.84 -3.07
H -2.11 1.71 -4.01
H -0.73 0.25 -2.55
N 7.69 2.53 -3.00
C 6.40 2.68 -2.59
C 5.36 2.74 -3.54
C 4.05 2.80 -3.13
C 3.75 2.80 -1.77
C 4.77 2.78 -0.81
C 6.08 2.73 -1.23
S 2.09 2.73 -1.28
O 1.73 3.72 -0.31
O 1.29 2.62 -2.47
N 1.99 1.29 -0.44
C 2.28 0.11 -1.12
S 3.59 -0.35 -2.13
C 2.95 -1.96 -2.15
C 1.82 -2.06 -1.43
N 1.43 -0.86 -0.87
H 7.93 2.58 -3.97
H 8.44 2.56 -2.33
H 5.60 2.71 -4.60
H 3.24 2.83 -3.84
H 4.53 2.79 0.24
H 6.88 2.73 -0.49
H 3.47 -2.74 -2.69
H 1.23 -2.94 -1.27
F -5.02 -1.42 -3.24
C -4.09 -2.35 -3.07
C -3.93 -3.30 -4.05
F -4.74 -3.24 -5.10
C -2.94 -4.30 -3.99
C -2.14 -4.27 -2.82
C -2.30 -3.32 -1.85
F -1.48 -3.36 -0.79
C -3.27 -2.31 -1.93
C -3.32 -1.23 -0.96
C -2.29 -0.98 -0.11
N -1.38 -0.67 0.57
C -4.35 -0.24 -0.92
N -5.13 0.61 -0.83
F -1.19 -5.18 -2.64
C -2.71 -5.22 -5.05
C -1.67 -6.20 -5.02
N -0.84 -7.00 -5.05
C -3.48 -5.24 -6.25
N -4.05 -5.31 -7.24
S 0.88 -2.39 2.47
C -0.43 -2.43 3.64
C -1.39 -1.43 3.74
C -2.44 -1.56 4.63
C -2.53 -2.70 5.43
C -1.57 -3.69 5.34
C -0.51 -3.56 4.45
H -1.33 -0.56 3.11
H -3.19 -0.79 4.69
H -3.36 -2.81 6.12
H -1.63 -4.57 5.97
H 0.25 -4.33 4.38